1.
This record from the OMol25 dataset describes a structure of composition C53H46Cl3I2N3O2SSbSn. The level of theory is ωB97M-V with the def2-TZVPD basis set.

Each line ends with the Mulliken charge.
Geometry (Å):
Sn (-0.313, -0.752, -0.763)  0.498
C (-0.834, -4.842, 0.307)  -1.415
C (-2.238, -4.378, -0.064)  0.104
C (-3.108, -5.552, -0.520)  -1.637
C (-2.224, -3.287, -1.108)  0.640
C (-1.516, -3.412, -2.305)  -0.283
C (-1.559, -2.421, -3.278)  -0.825
C (-2.286, -1.242, -3.088)  0.880
C (-2.313, -0.157, -4.129)  -1.444
C (-3.003, -1.117, -1.896)  -0.261
C (-2.987, -2.134, -0.936)  -0.620
H (-0.871, -5.509, 1.168)  0.523
H (-0.175, -4.006, 0.564)  0.060
H (-0.367, -5.396, -0.510)  0.312
H (-2.700, -3.951, 0.834)  0.341
H (-2.704, -5.998, -1.432)  0.357
H (-4.132, -5.242, -0.726)  0.393
H (-3.134, -6.325, 0.247)  0.463
H (-0.921, -4.299, -2.488)  0.508
H (-1.003, -2.557, -4.199)  0.443
H (-2.105, -0.558, -5.120)  0.459
H (-1.572, 0.620, -3.924)  0.166
H (-3.288, 0.328, -4.164)  0.415
H (-3.613, -0.238, -1.731)  0.339
H (-3.612, -2.035, -0.052)  0.648
I (4.240, 1.974, 0.090)  0.182
C (2.741, 1.539, 1.455)  0.179
C (2.637, 2.236, 2.678)  -0.326
C (1.608, 1.976, 3.541)  -0.390
I (1.541, 2.988, 5.350)  0.194
C (0.592, 1.043, 3.166)  1.503
C (-0.550, 0.761, 3.954)  -1.086
C (-1.519, -0.095, 3.502)  -1.335
C (-1.378, -0.652, 2.228)  -0.169
N (-0.317, -0.428, 1.473)  0.722
C (0.696, 0.371, 1.931)  -0.272
C (1.847, 0.564, 1.105)  -0.557
O (1.982, -0.235, -0.022)  -0.792
H (3.387, 2.973, 2.930)  0.550
H (-0.652, 1.241, 4.919)  0.308
H (-2.398, -0.318, 4.090)  0.994
H (-2.163, -1.270, 1.804)  -0.053
C (8.354, -1.104, 0.923)  -0.545
C (7.425, -1.518, 1.868)  -0.745
C (6.078, -1.564, 1.542)  -0.660
C (5.692, -1.190, 0.258)  1.157
C (6.611, -0.755, -0.695)  -0.654
C (7.953, -0.730, -0.356)  -0.678
Sb (3.692, -1.336, -0.293)  2.136
C (3.564, -1.637, -2.332)  0.505
C (2.698, -0.938, -3.169)  -0.532
C (2.672, -1.233, -4.522)  -0.778
C (3.507, -2.217, -5.036)  -0.561
C (4.386, -2.900, -4.205)  -0.902
C (4.426, -2.607, -2.850)  -0.529
C (2.959, -2.895, 0.885)  0.748
C (2.640, -2.721, 2.232)  -0.516
C (2.337, -3.828, 3.009)  -0.920
C (2.370, -5.102, 2.453)  -0.674
C (2.695, -5.275, 1.118)  -0.825
C (2.989, -4.172, 0.326)  -0.497
H (9.404, -1.077, 1.182)  0.428
H (7.752, -1.815, 2.855)  0.451
H (5.358, -1.920, 2.269)  0.383
H (6.298, -0.450, -1.688)  0.444
H (8.688, -0.418, -1.085)  0.452
H (2.079, -0.135, -2.781)  0.650
H (2.014, -0.685, -5.183)  0.472
H (3.487, -2.442, -6.094)  0.446
H (5.050, -3.649, -4.613)  0.451
H (5.133, -3.135, -2.218)  0.539
H (2.655, -1.739, 2.694)  0.574
H (2.098, -3.702, 4.057)  0.497
H (2.149, -5.963, 3.070)  0.473
H (2.720, -6.268, 0.689)  0.480
H (3.245, -4.327, -0.716)  0.410
Cl (-5.086, -1.294, 2.478)  -0.115
C (-4.681, 0.332, 2.050)  0.029
C (-4.939, 0.789, 0.767)  -0.918
C (-4.558, 2.078, 0.432)  -0.089
C (-3.944, 2.934, 1.344)  -0.657
C (-3.442, 4.276, 0.853)  0.045
C (-1.913, 4.371, 0.952)  -1.054
N (-1.255, 3.389, 0.083)  0.282
C (-0.694, 3.598, -1.155)  -0.745
C (-0.224, 2.393, -1.573)  -1.346
N (-0.523, 1.447, -0.608)  0.812
C (-1.162, 2.093, 0.364)  -0.144
O (-3.971, 5.364, 1.561)  -0.294
C (-4.654, 6.328, 0.745)  -0.833
C (-3.800, 6.838, -0.379)  0.445
C (-2.647, 7.552, -0.220)  0.434
Cl (-1.948, 8.047, 1.266)  -0.149
S (-1.888, 7.946, -1.705)  -0.140
C (-3.121, 7.146, -2.587)  -0.468
C (-4.063, 6.613, -1.764)  -0.672
C (-3.753, 2.454, 2.642)  1.102
Cl (-3.019, 3.433, 3.870)  -0.101
C (-4.108, 1.161, 3.000)  -1.171
H (-5.455, 0.149, 0.063)  0.645
H (-4.760, 2.446, -0.568)  0.539
H (-3.700, 4.332, -0.211)  0.387
H (-1.570, 4.169, 1.963)  0.218
H (-1.577, 5.366, 0.672)  0.387
H (-0.677, 4.579, -1.603)  0.560
H (0.292, 2.153, -2.488)  0.692
H (-1.540, 1.663, 1.280)  0.396
H (-4.933, 7.125, 1.432)  0.381
H (-5.571, 5.888, 0.343)  0.325
H (-3.110, 7.160, -3.665)  0.470
H (-4.949, 6.107, -2.122)  0.470
H (-3.949, 0.814, 4.012)  0.880

Energy relative to the best compared isomer or geometry (same formula, charge and spin)   27.84 kJ/mol
LUMO energy   -8.53 eV
Orbital gap   5.68 eV
Charge   +3

=====

2.
This record from the OMol25 dataset describes a structure of composition C53H47IrN6O3Sb. The level of theory is ωB97M-V with the def2-TZVPD basis set.

Each line ends with the Mulliken spin population.
Geometry (Å):
Ir (0.237, -0.166, -0.422)  -0.052
C (-0.375, 4.070, -2.032)  -0.007
C (-0.477, 2.908, -1.082)  0.056
O (-0.267, 1.756, -1.526)  0.048
C (-0.835, 3.228, 0.249)  0.263
C (-1.059, 2.348, 1.298)  -0.133
C (-1.466, 2.891, 2.634)  0.009
N (-0.928, 1.026, 1.176)  0.320
N (-1.191, 0.293, 2.232)  0.259
C (-1.030, -1.027, 2.148)  0.029
O (-0.741, -1.619, 1.068)  0.135
C (-1.059, -1.757, 3.418)  -0.015
C (-0.708, -3.110, 3.424)  0.023
C (-0.566, -3.782, 4.621)  -0.006
C (-0.778, -3.113, 5.819)  0.031
C (-1.148, -1.775, 5.822)  -0.016
C (-1.290, -1.094, 4.628)  0.037
H (-0.099, 3.718, -3.021)  0.001
H (0.372, 4.774, -1.671)  0.002
H (-1.327, 4.596, -2.077)  0.001
H (-0.972, 4.276, 0.461)  0.010
H (-1.637, 3.961, 2.598)  -0.002
H (-0.685, 2.671, 3.361)  -0.006
H (-2.368, 2.388, 2.976)  -0.004
H (-0.540, -3.613, 2.482)  0.000
H (-0.278, -4.823, 4.623)  0.000
H (-0.662, -3.637, 6.754)  0.001
H (-1.314, -1.261, 6.757)  0.000
H (-1.572, -0.054, 4.616)  0.003
C (14.060, 0.734, -1.444)  0.000
O (13.315, 0.644, -0.247)  0.000
C (11.997, 0.503, -0.288)  0.000
C (11.359, 0.374, 0.963)  0.000
C (9.998, 0.247, 1.046)  0.000
C (9.218, 0.241, -0.121)  -0.001
C (9.858, 0.339, -1.367)  0.000
C (11.221, 0.470, -1.458)  0.000
C (7.784, 0.153, -0.107)  -0.001
N (7.048, 0.031, -1.197)  0.000
C (5.766, 0.016, -0.787)  0.001
C (5.706, 0.127, 0.613)  0.002
N (7.002, 0.212, 1.021)  0.000
C (4.483, 0.124, 1.323)  -0.003
C (4.369, 0.227, 2.719)  -0.003
C (3.123, 0.149, 3.291)  0.005
C (2.016, -0.048, 2.465)  -0.019
N (2.094, -0.099, 1.150)  0.040
C (3.294, 0.010, 0.552)  0.003
C (3.344, 0.006, -0.890)  0.001
N (2.183, 0.067, -1.570)  -0.046
C (2.201, 0.083, -2.889)  0.024
C (3.376, 0.006, -3.636)  -0.009
C (4.580, -0.052, -2.973)  0.009
C (4.581, -0.026, -1.574)  -0.005
H (15.103, 0.782, -1.136)  0.000
H (13.800, 1.640, -2.000)  0.000
H (13.904, -0.150, -2.069)  0.000
H (11.983, 0.379, 1.842)  0.000
H (9.544, 0.137, 2.020)  0.000
H (9.246, 0.318, -2.254)  0.000
H (11.682, 0.555, -2.428)  0.000
H (7.337, 0.326, 1.964)  0.000
H (5.252, 0.366, 3.326)  0.000
H (2.986, 0.231, 4.358)  0.001
H (1.042, -0.164, 2.911)  0.023
H (1.243, 0.173, -3.384)  -0.003
H (3.327, 0.006, -4.712)  0.000
H (5.524, -0.098, -3.488)  0.000
C (-1.437, -5.485, -2.545)  -0.001
C (-2.415, -4.962, -1.537)  -0.003
C (-3.274, -5.868, -0.917)  0.001
C (-4.210, -5.465, 0.016)  0.000
C (-4.318, -4.124, 0.349)  -0.002
C (-3.473, -3.209, -0.247)  0.002
C (-2.528, -3.619, -1.182)  -0.002
Sb (-1.392, -1.944, -1.961)  -0.005
C (-2.890, -0.944, -3.166)  -0.001
C (-3.062, 0.406, -2.896)  0.000
C (-4.011, 1.141, -3.584)  0.000
C (-4.787, 0.517, -4.545)  0.000
C (-4.614, -0.830, -4.805)  0.002
C (-3.674, -1.594, -4.117)  -0.009
C (-3.545, -3.052, -4.424)  -0.001
C (0.136, -2.608, -3.341)  -0.004
C (0.012, -2.354, -4.698)  -0.004
C (0.998, -2.783, -5.572)  -0.001
C (2.117, -3.432, -5.079)  0.000
C (2.260, -3.635, -3.716)  0.001
C (1.277, -3.221, -2.825)  0.009
C (1.438, -3.422, -1.350)  -0.008
H (-1.810, -6.412, -2.976)  0.000
H (-0.479, -5.709, -2.074)  0.000
H (-1.265, -4.774, -3.351)  0.000
H (-3.201, -6.913, -1.181)  0.000
H (-4.857, -6.195, 0.478)  0.000
H (-5.054, -3.796, 1.065)  0.000
H (-3.548, -2.160, 0.014)  0.002
H (-2.444, 0.887, -2.147)  0.000
H (-4.143, 2.191, -3.368)  0.000
H (-5.528, 1.077, -5.095)  0.000
H (-5.218, -1.311, -5.561)  0.000
H (-4.105, -3.296, -5.324)  0.000
H (-3.941, -3.655, -3.606)  0.000
H (-2.506, -3.335, -4.584)  0.000
H (-0.853, -1.826, -5.077)  0.000
H (0.886, -2.616, -6.632)  0.000
H (2.885, -3.776, -5.755)  0.000
H (3.144, -4.129, -3.339)  0.000
H (2.356, -3.962, -1.127)  0.000
H (0.596, -3.980, -0.937)  0.000
H (1.471, -2.454, -0.828)  0.017

Spin multiplicity   2
Energy relative to the best compared isomer or geometry (same formula, charge and spin)   240.69 kJ/mol
LUMO energy (alpha / beta)   -6.63 / -7.06 eV
Orbital gap (alpha / beta)   4.83 / 4.40 eV
Charge   +2

=====

3.
This record from the OMol25 dataset describes a structure of composition C53H48N5OP2S6Sc. The level of theory is ωB97M-V with the def2-TZVPD basis set.

Each line ends with the Mulliken charge.
Geometry (Å):
Sc (-0.626, 1.788, 23.881)  -1.128
S (-0.858, 1.294, 27.953)  -0.565
P (0.483, 0.289, 26.819)  1.595
C (1.030, 0.886, 25.265)  0.317
P (2.536, 1.588, 24.863)  2.248
S (2.359, 3.107, 23.593)  -0.697
C (3.607, 2.197, 26.271)  -0.095
C (4.615, 1.441, 26.854)  -0.160
C (5.453, 1.935, 27.862)  -0.944
C (5.227, 3.209, 28.378)  -0.577
C (4.282, 4.011, 27.753)  -0.760
C (3.481, 3.515, 26.703)  -0.784
C (3.721, 0.468, 24.008)  0.163
C (3.196, -0.601, 23.303)  0.275
C (4.017, -1.384, 22.491)  -0.902
C (5.369, -1.092, 22.396)  -0.446
C (5.914, -0.030, 23.111)  -0.771
C (5.099, 0.770, 23.896)  -0.645
C (1.884, -0.158, 28.006)  0.081
C (2.158, 0.609, 29.137)  -0.350
C (3.156, 0.232, 30.029)  -0.883
C (3.911, -0.909, 29.817)  -0.352
C (3.644, -1.709, 28.718)  -0.898
C (2.662, -1.311, 27.813)  -0.099
C (-0.196, -1.392, 26.514)  0.497
C (-1.313, -1.850, 27.202)  -1.095
C (-1.806, -3.131, 26.973)  -0.568
C (-1.177, -3.968, 26.050)  -0.567
C (-0.080, -3.488, 25.313)  -1.138
C (0.392, -2.204, 25.552)  -0.039
H (4.781, 0.421, 26.527)  0.548
H (6.267, 1.346, 28.253)  0.382
H (5.819, 3.579, 29.208)  0.355
H (4.137, 5.034, 28.083)  0.389
H (2.849, 4.201, 26.156)  0.549
H (2.132, -0.808, 23.380)  -0.606
H (3.582, -2.225, 21.952)  0.449
H (6.015, -1.690, 21.767)  0.355
H (6.973, 0.142, 23.087)  0.408
H (5.471, 1.634, 24.436)  0.512
H (1.551, 1.487, 29.327)  0.375
H (3.317, 0.821, 30.925)  0.394
H (4.631, -1.229, 30.556)  0.373
H (4.175, -2.625, 28.585)  0.451
H (2.503, -1.951, 26.949)  0.254
H (-1.866, -1.198, 27.859)  0.307
H (-2.671, -3.481, 27.538)  0.349
H (-1.586, -4.948, 25.884)  0.344
H (0.393, -4.128, 24.573)  0.385
H (1.241, -1.860, 24.993)  0.506
S (-0.429, -0.737, 22.642)  -0.244
S (-2.388, -1.204, 22.178)  -0.092
S (-3.188, -1.265, 24.096)  -0.203
S (-2.509, 0.518, 24.928)  -0.152
C (-5.421, 5.835, 19.814)  -1.601
C (-5.636, 6.357, 21.221)  0.827
C (-6.596, 7.307, 21.553)  -0.632
C (-6.822, 7.735, 22.851)  -0.697
C (-6.064, 7.192, 23.866)  -1.037
C (-5.133, 6.199, 23.576)  -0.261
C (-4.905, 5.784, 22.276)  0.091
N (-3.969, 4.783, 21.925)  0.127
C (-2.946, 4.240, 22.725)  -0.819
N (-2.204, 5.208, 23.317)  0.837
C (-1.325, 5.146, 24.438)  0.071
C (-0.756, 3.943, 24.888)  0.977
C (0.072, 4.109, 26.031)  0.501
C (0.332, 5.324, 26.662)  -1.409
C (-0.186, 6.483, 26.095)  -0.899
C (-1.025, 6.437, 24.982)  1.047
C (-1.670, 7.672, 24.443)  -1.517
N (-2.773, 2.976, 22.792)  1.529
C (-3.755, 2.196, 22.151)  -1.237
C (-3.540, 1.815, 20.819)  0.439
C (-4.426, 0.968, 20.168)  -1.119
C (-5.505, 0.467, 20.879)  -0.782
C (-5.735, 0.893, 22.182)  -0.911
C (-4.936, 1.839, 22.805)  1.237
C (-5.316, 2.447, 24.122)  -1.580
H (-6.002, 6.395, 19.087)  0.401
H (-5.740, 4.798, 19.722)  0.295
H (-4.367, 5.864, 19.519)  0.300
H (-7.196, 7.741, 20.751)  0.338
H (-7.599, 8.470, 23.046)  0.382
H (-6.227, 7.470, 24.905)  0.392
H (-4.570, 5.734, 24.386)  0.713
H (-4.213, 4.171, 21.161)  0.381
H (-2.384, 6.130, 22.969)  0.087
H (0.504, 3.218, 26.466)  0.180
H (1.026, 5.365, 27.493)  0.475
H (0.058, 7.449, 26.538)  0.239
H (-1.388, 8.535, 25.042)  0.406
H (-2.756, 7.614, 24.500)  0.262
H (-1.404, 7.906, 23.399)  0.302
H (-2.644, 2.192, 20.348)  0.595
H (-4.228, 0.722, 19.127)  0.413
H (-6.152, -0.279, 20.430)  0.342
H (-6.587, 0.511, 22.745)  0.376
H (-5.960, 1.778, 24.695)  0.498
H (-5.856, 3.376, 23.992)  0.253
H (-4.426, 2.613, 24.723)  0.195
N (-0.472, -0.197, 18.771)  -0.184
C (-0.185, 1.047, 18.306)  0.239
O (-0.054, 1.313, 17.126)  -0.719
C (-0.070, 2.112, 19.375)  0.429
C (-0.085, 3.464, 19.064)  -0.771
C (-0.039, 4.363, 20.141)  -1.068
C (-0.095, 3.887, 21.434)  -0.369
N (-0.174, 2.595, 21.717)  1.273
C (-0.113, 1.735, 20.706)  -0.271
H (-0.619, -0.924, 18.087)  0.228
H (-0.726, -0.419, 19.725)  0.100
H (-0.055, 3.789, 18.040)  0.466
H (0.059, 5.422, 19.968)  0.548
H (-0.027, 4.569, 22.269)  0.612
H (-0.129, 0.695, 20.986)  -0.618

LUMO energy   3.64 eV
Orbital gap   5.31 eV
Charge   -2